# C25H35N3O6S

The molecule C25H35N3O6S (ωB97M-V/def2-TZVPD, OMol25).

Geometry as XYZ:
```
70
Properties=species:S:1:pos:R:3:forces:R:3
C 4.676359 -1.219118 1.725701 -0.4 0.0 0.0
H 5.057729 -1.793759 2.566579 0.1 0.0 0.1
H 5.370831 -1.323498 0.895409 0.1 0.0 -0.1
H 4.637602 -0.171085 2.014740 0.1 0.1 0.0
C 3.291059 -1.719799 1.326068 0.1 -0.1 -0.3
C 3.328283 -3.201128 0.963997 -0.2 0.2 0.2
H 3.613343 -3.802088 1.825222 0.0 -0.1 0.1
H 2.353590 -3.525932 0.610351 -0.1 -0.1 0.0
H 4.046461 -3.372520 0.166056 0.1 -0.1 -0.1
C 2.771059 -0.898731 0.139194 0.4 0.1 0.2
N 1.438216 -1.282009 -0.262488 -0.2 0.1 -1.0
S 1.104861 -1.164524 -1.892935 0.0 -0.3 0.0
O 2.149635 -1.880664 -2.567693 0.2 0.3 0.1
O -0.250553 -1.628485 -2.059550 0.1 0.4 0.1
C 1.193122 0.542518 -2.399282 -0.1 -0.8 0.1
C 0.028371 1.258849 -2.601681 0.0 0.0 -0.1
C 0.093564 2.583440 -2.976688 0.1 0.0 0.0
C 1.331844 3.207927 -3.155912 0.0 -0.4 0.0
C 2.498937 2.460359 -2.967613 -0.1 0.0 0.0
C 2.427037 1.134653 -2.594241 0.1 0.0 0.0
H 3.321879 0.547753 -2.466552 0.2 0.0 0.0
H 3.459147 2.931794 -3.118381 0.1 0.0 0.0
N 1.399493 4.511128 -3.581525 0.0 0.3 -0.1
H 0.574536 5.074773 -3.462942 0.1 0.0 0.0
H 2.274663 4.991626 -3.457126 -0.1 0.0 0.0
H -0.813901 3.148323 -3.127673 -0.1 0.1 0.0
H -0.921661 0.771707 -2.459136 -0.2 0.0 0.0
C 0.338570 -1.119291 0.647049 -0.4 0.4 0.2
H -0.545919 -1.314491 0.039390 0.0 -0.1 0.4
C 0.243796 0.267841 1.316004 0.0 -0.2 0.2
O 0.411749 1.317261 0.399878 0.0 0.2 -0.2
H -0.426373 1.450011 -0.080076 0.1 0.0 0.1
H 1.072890 0.380055 2.024795 -0.1 0.0 -0.1
C -1.082624 0.411784 2.107311 0.3 0.2 -0.1
N -2.222689 -0.161079 1.408608 -0.1 -0.2 0.2
C -2.646387 0.253116 0.194585 -0.3 -0.3 0.4
O -2.245793 1.242275 -0.380322 0.2 0.3 -0.3
O -3.604048 -0.564937 -0.270182 0.1 -0.1 0.2
C -4.129778 -0.267208 -1.566982 -0.2 0.3 -0.6
H -4.095006 0.817286 -1.703941 0.0 -0.2 0.0
C -3.384190 -1.014493 -2.682596 -0.2 -0.2 0.2
H -2.379792 -1.317100 -2.390174 0.0 0.1 0.0
H -3.325682 -0.382573 -3.568108 0.0 0.0 0.0
C -4.307538 -2.205378 -2.944674 0.3 0.0 0.0
H -4.248628 -2.592769 -3.960518 0.0 0.0 0.1
O -5.614424 -1.699395 -2.750939 -0.2 0.0 -0.2
C -5.561567 -0.838742 -1.639867 0.0 0.1 0.3
H -6.324388 -0.070477 -1.773331 0.0 0.0 0.1
H -5.757915 -1.389935 -0.709054 0.0 0.1 -0.1
H -4.102591 -3.014300 -2.229985 0.0 0.0 -0.1
H -2.556487 -1.061879 1.713711 -0.1 0.0 -0.1
C -1.013593 -0.230008 3.499529 0.0 0.2 -0.1
C 0.137990 0.296470 4.311230 -0.1 -0.1 0.1
C 1.232383 -0.509593 4.596652 -0.1 0.0 0.0
C 2.305670 -0.015579 5.317280 0.1 0.0 0.0
C 2.294946 1.293539 5.765622 0.1 0.0 0.0
C 1.203663 2.102237 5.495725 0.0 0.1 0.0
C 0.132955 1.606674 4.774061 0.0 -0.1 0.0
H -0.716866 2.241049 4.568978 -0.1 0.1 0.0
H 1.187021 3.122610 5.848969 0.0 0.1 0.0
H 3.131956 1.681424 6.326559 0.1 0.0 0.0
H 3.150898 -0.654053 5.527297 0.1 -0.1 0.0
H 1.243471 -1.535400 4.255626 0.0 -0.1 -0.1
H -0.917254 -1.311949 3.386958 0.0 -0.1 0.0
H -1.953566 -0.022021 4.017096 0.0 -0.1 0.0
H -1.262642 1.490253 2.207309 0.1 -0.1 0.0
H 0.400321 -1.885050 1.428884 -0.1 -0.1 0.0
H 3.398658 -1.101235 -0.729986 0.2 0.1 0.1
H 2.815617 0.173949 0.371761 0.0 0.0 0.0
H 2.616992 -1.573123 2.176111 0.0 0.0 0.0
```
Positions in Å, forces in eV/Å.

Output
* SMILES string: CC(C)CN(C[C@@H](O)[C@H](Cc1ccccc1)NC(=O)O[C@H]1CCOC1)S(=O)(=O)c1ccc(N)cc1
* gap between HOMO and LUMO: 8.713 eV
* LUMO: 0.57 eV
* energy relative to the best compared isomer or geometry (same formula, charge and spin): 167.3 kJ/mol
* total energy: -54084.5398 eV


# C25H35N9O10

A structure of composition C25H35N9O10 (ωB97M-V/def2-TZVPD, OMol25).

Geometry as XYZ:
```
79
Properties=species:S:1:pos:R:3:forces:R:3
N -1.180390 -0.043684 -2.952631 -6.3 2.4 1.4
C -0.894021 0.733477 -1.877227 -7.4 -3.0 2.2
C -1.598691 0.573283 -0.698218 -2.2 2.5 -0.8
C -2.815915 -0.066115 -0.641715 -1.7 0.8 -1.6
C -3.213258 -0.770104 -1.785764 -1.4 2.8 -2.3
C -2.366946 -0.618752 -2.944313 -1.0 0.3 -0.1
H 0.102162 1.149604 -1.906593 -3.5 0.1 3.1
H -1.394378 1.269835 0.101454 -0.1 -0.9 -0.6
H -3.343972 -0.037731 0.299959 -0.7 0.1 -0.4
H -4.132804 -1.289942 -2.010762 -0.1 -0.1 0.7
H -2.570568 -1.072471 -3.903004 -0.7 -0.5 0.1
N -1.810870 4.642864 -0.499077 0.2 -2.0 2.0
C -0.563972 4.091430 -0.623868 -2.8 -0.9 2.6
C -0.067316 3.001211 0.169942 -2.2 2.4 1.9
C -0.864295 2.563158 1.265521 -3.3 9.3 -1.8
C -2.081293 3.172044 1.429277 -1.8 0.1 -0.5
C -2.572830 4.109898 0.553295 1.7 1.2 -3.1
H 0.038519 4.401716 -1.464784 -1.2 1.6 1.2
H 0.929020 2.586153 0.131916 -1.6 0.8 -0.2
H -0.565898 1.680460 1.811603 -5.6 4.8 4.9
H -2.849438 2.757784 2.065467 0.2 -0.1 0.7
H -3.610237 4.401190 0.480265 -0.1 0.2 0.6
N 1.195488 3.858263 -1.991728 4.9 -2.1 -2.2
C 0.454757 3.154820 -2.918779 0.0 -2.1 -1.0
C 0.421550 1.781891 -2.991242 5.2 4.4 -3.1
C 1.363868 1.073169 -2.149290 9.5 4.8 -2.5
C 2.197025 1.790685 -1.280669 1.9 0.3 -6.0
C 2.068822 3.178385 -1.231745 -1.3 3.6 -1.7
H -0.204564 3.593208 -3.653284 0.0 1.1 0.5
H -0.097121 1.300318 -3.807006 0.3 1.0 0.6
H 1.571157 0.013715 -2.118007 4.0 4.7 -1.0
H 2.942566 1.258467 -0.708554 4.7 0.7 -6.0
H 2.564628 3.778201 -0.482881 0.4 0.2 -0.3
N -1.492190 -2.999212 1.362728 -5.1 -6.1 -6.4
C -1.053255 -4.197093 0.906808 -0.2 0.1 -0.5
C -0.716409 -4.389995 -0.426587 0.2 -0.2 0.1
C -0.874383 -3.359433 -1.306219 -0.6 1.9 0.3
C -1.522746 -2.178966 -0.887113 0.8 -2.7 1.6
C -1.832529 -2.037148 0.497171 0.4 -2.7 -3.0
H -1.042350 -5.014440 1.612649 0.2 0.1 0.3
H -0.295518 -5.245718 -0.933524 0.1 -0.7 1.0
H -0.328261 -3.402427 -2.236970 -0.7 -0.1 -0.3
H -1.756147 -1.389111 -1.585726 2.0 -2.3 1.3
H -2.192921 -1.122987 0.945292 0.1 -0.4 0.3
C 0.739219 -0.676648 -4.272192 0.7 0.0 -1.6
N 0.930900 -1.281943 -2.909307 -1.5 -3.6 -4.6
O 1.328196 -2.453387 -2.905147 0.7 1.0 0.8
O 0.535595 -0.671109 -1.931108 -0.9 -11.2 -10.5
H 0.518133 -1.388933 -5.067086 0.8 -0.7 0.5
H 1.570224 -0.013933 -4.513740 0.2 -0.5 0.2
H -0.187318 -0.108135 -4.192132 0.9 -0.7 -0.4
C 2.583022 -1.336246 3.072859 1.2 -2.6 2.6
N 2.224344 -2.177622 4.245925 -1.0 -1.1 1.2
O 1.151476 -2.759389 4.190325 3.4 -0.4 1.4
O 2.974484 -2.255907 5.194900 0.5 0.4 -0.2
H 3.436295 -1.940201 2.764225 0.2 0.8 -0.9
H 2.854434 -0.399052 3.558770 0.5 -2.2 0.8
H 1.660167 -1.346618 2.492908 2.0 0.2 0.0
C 2.214230 1.292311 2.493126 1.4 1.6 -0.4
N 2.676837 1.674934 1.075748 2.1 0.9 3.1
O 3.637812 2.431689 0.879860 -2.2 -1.3 0.6
O 2.019413 1.147264 0.182991 -3.3 -1.1 9.5
H 2.754107 0.417528 2.855613 0.4 2.9 -1.6
H 1.169804 0.995797 2.396512 1.2 0.8 0.8
H 2.314767 2.207823 3.076102 0.3 -0.2 0.0
C -0.525243 -2.051880 2.804378 -2.5 -1.6 8.9
N -1.387931 -2.288188 3.997586 -1.0 -1.7 -1.3
O -2.459763 -1.694213 4.051045 0.4 0.2 0.5
O -0.971202 -3.135513 4.756205 -1.7 0.2 0.9
H -1.219270 -2.008695 1.965002 0.5 2.1 3.6
H 0.163526 -2.887275 2.678647 -1.1 0.5 0.1
H 0.005215 -1.152591 3.117432 -2.1 -0.9 6.0
C 0.619853 -0.594859 -0.286143 -1.9 0.1 5.2
N 0.310137 -0.193793 1.132437 0.9 -0.9 -4.2
O 0.077896 1.044123 1.405929 7.5 -12.6 -2.6
O 0.348072 -1.079798 1.943301 7.1 5.5 -8.3
H 1.478380 -1.258182 -0.391206 0.1 -0.2 1.6
H 0.822947 0.310750 -0.857744 -0.6 0.4 3.9
H -0.312833 -1.048007 -0.622090 1.3 0.2 2.4
```
Positions in Å, forces in eV/Å.

Output
* gap between HOMO and LUMO: 5.512 eV
* LUMO: -1.91 eV
* energy relative to the best compared isomer or geometry (same formula, charge and spin): 5172.5 kJ/mol
* total energy: -60309.8540 eV


# C25H36AuN6S3SbSe4

A structure of composition C25H36AuN6S3SbSe4 (ωB97M-V/def2-TZVPD, OMol25).

Geometry as XYZ:
```
76
Properties=species:S:1:pos:R:3:forces:R:3
Au 4.343124 -1.173453 -1.036033 0.3 -0.1 0.6
Se 3.865795 -4.597891 1.887651 0.3 0.2 0.0
Sb 5.981029 -4.007071 0.882730 -0.1 -0.2 0.3
Se 6.552579 -0.292406 -0.076319 -0.6 0.1 -1.3
Se 5.416072 -3.378453 -1.561212 0.0 0.8 0.3
Se 6.245558 -1.376607 1.873700 -0.4 -0.6 0.4
C 3.857684 0.845854 3.703529 0.1 -0.1 0.1
C 3.074780 1.403740 2.568550 -0.1 0.1 0.1
C 2.065462 2.318682 2.710366 -0.1 0.0 -0.1
C 1.447567 2.813341 1.548128 0.2 -0.1 0.1
N 1.802664 2.417080 0.340833 0.0 0.2 -0.2
C 2.775159 1.513894 0.198779 0.1 0.0 0.5
S 3.257797 1.033822 -1.341993 0.4 -0.6 0.0
N 3.400471 1.019024 1.317287 -0.2 0.1 -0.2
C 0.361591 3.836156 1.630358 -0.1 0.0 0.0
H 3.286196 0.908047 4.626607 0.0 0.0 0.0
H 4.778443 1.419333 3.830583 0.0 0.0 0.0
H 4.145144 -0.189701 3.521099 0.0 0.0 0.0
H 1.762243 2.652916 3.691057 0.0 0.0 0.0
H 4.176071 0.369631 1.179860 0.0 0.0 0.1
H -0.115074 3.832995 2.608982 0.0 0.0 0.0
H -0.373458 3.644247 0.850113 0.0 0.0 0.0
H 0.778698 4.829177 1.450527 0.0 0.0 0.0
S -1.603997 -4.474557 -0.702998 0.2 -0.1 0.1
C -0.013123 -3.657647 -0.738695 -0.1 0.0 0.1
C 0.552211 -3.171688 0.427827 0.0 0.0 -0.2
C 1.764290 -2.512277 0.345069 0.1 0.1 0.2
N 2.396008 -2.331289 -0.808963 0.2 0.3 -0.6
C 1.871787 -2.834168 -1.926593 -0.2 -0.1 -0.1
C 0.661331 -3.499636 -1.939819 0.1 0.1 0.0
C -1.020276 -6.063316 -0.104318 -0.2 0.3 -0.1
C -1.082499 -6.368719 1.245118 0.0 -0.1 0.0
C -0.668595 -7.633355 1.643554 0.0 0.1 0.0
N -0.222964 -8.556161 0.799998 0.1 -0.1 0.1
C -0.152296 -8.240105 -0.488232 0.0 0.1 -0.1
C -0.536910 -7.006742 -0.996403 0.0 -0.1 0.1
H 0.070848 -3.302799 1.386167 0.0 0.0 0.0
H 2.251312 -2.134405 1.234116 0.0 0.0 0.0
H 2.446925 -2.696428 -2.832614 0.0 0.0 0.0
H 0.252653 -3.880995 -2.864032 0.0 0.0 0.0
H -1.450937 -5.648805 1.962199 0.0 0.0 0.0
H -0.706190 -7.920797 2.688602 0.0 0.0 0.0
H 0.219633 -9.016227 -1.148110 0.0 0.0 0.0
H -0.469754 -6.793126 -2.053897 0.0 0.0 0.0
C 0.285922 4.613666 -2.839327 -0.1 0.1 0.0
C -1.120666 5.216621 -2.772425 0.1 -0.2 0.1
C -2.145170 4.364161 -2.021164 0.0 0.1 -0.2
C -2.505066 3.039194 -2.706337 0.0 0.1 0.2
N -1.521076 1.998451 -2.452026 -0.2 0.2 -0.2
C -1.520775 0.914063 -1.665892 0.4 -0.4 0.2
S -0.060587 0.074637 -1.486088 -0.1 -0.1 0.0
N -2.600593 0.437380 -1.017430 -0.3 0.1 0.0
C -3.968183 0.915191 -0.888688 0.0 0.3 0.0
C -4.131638 2.051027 0.123442 0.0 -0.2 0.1
C -3.611933 1.685522 1.511526 -0.1 0.2 0.0
C -3.884680 2.795616 2.523707 0.1 -0.2 -0.1
H 1.006873 5.379889 -3.124267 0.0 -0.1 0.0
H 0.355291 3.818738 -3.584261 0.0 0.0 0.0
H 0.590951 4.207240 -1.872272 0.0 0.0 0.0
H -1.483668 5.397200 -3.788416 0.0 0.1 0.0
H -1.064108 6.190056 -2.280200 0.0 0.0 0.0
H -3.060747 4.950475 -1.903409 0.0 0.0 0.0
H -1.769177 4.146527 -1.016643 0.0 0.0 0.0
H -2.558759 3.192361 -3.787995 -0.1 0.0 0.0
H -3.484595 2.709271 -2.376679 0.2 0.1 -0.1
H -0.600769 2.176568 -2.818327 0.1 -0.1 0.0
H -2.362267 -0.371005 -0.468472 0.1 0.0 0.0
H -4.556955 0.058141 -0.559193 0.0 0.0 0.0
H -4.360839 1.211190 -1.862159 -0.1 -0.2 0.1
H -5.197684 2.288998 0.186466 0.0 0.1 0.0
H -3.613511 2.948944 -0.227631 -0.1 0.0 0.0
H -2.536986 1.494734 1.454938 0.0 -0.1 0.0
H -4.092527 0.762413 1.849326 0.0 0.0 0.0
H -3.331372 3.700363 2.264712 0.0 0.0 0.0
H -3.592361 2.490568 3.528723 0.0 0.1 0.0
H -4.947413 3.042720 2.543281 0.0 0.0 0.0
```
Positions in Å, forces in eV/Å.

Output
* gap between HOMO and LUMO: 4.839 eV
* LUMO: -1.79 eV
* total energy: -339572.9432 eV